# 1
The following is a DFT calculation (ωB97M-V/def2-TZVPD) of C23H47AsBrN2PdS7Si as an isolated structure in a non-equilibrium geometry.

Output
Calculated total energy in a.u.: -9028.455781
Maximum force in eV Å⁻¹: 1.216
HOMO energy (alpha / beta) in Eh: -0.38840 / -0.38840
Frontier orbital gap (alpha / beta) in eV: 5.627 / 5.626
Charge: +1
Energy above the lowest of the compared OMol25 structures with the same formula, charge and spin in kcal per mole: 0.00

The geometry in XYZ format:
```
83
Properties=species:S:1:pos:R:3:lowdin_charge:R:1
Pd -0.4236 -1.6728 -1.4695 0.160
Br -0.1247 0.5766 0.0715 0.598
As -1.2380 -3.1579 -4.5796 0.240
S 1.6033 -5.9212 1.6145 0.893
S -0.3101 -2.7560 0.6699 0.783
S -2.7208 -1.9270 -1.3214 0.104
S -2.2927 -1.2619 -3.0887 0.050
S 3.2099 -3.3980 -0.4034 0.889
S -0.2730 -3.6918 -2.5217 0.104
S -0.0568 -1.8601 -5.6024 -0.057
Si -1.4072 2.2784 1.1328 0.598
N 2.2432 -1.7890 -2.9084 -0.006
N 1.1838 -0.9953 -2.6572 -0.115
C 0.4455 1.2782 -3.3351 -0.055
C 3.2450 -5.9063 0.8613 -0.536
C 1.2912 -2.4466 1.4835 -0.480
C -0.2176 3.7399 0.8668 -0.628
C 3.1610 -1.1781 -3.6682 -0.287
C -0.5924 -4.5545 0.6349 -0.513
C -0.3034 4.2716 -0.5733 -0.092
C 2.6766 0.0922 -3.9060 0.025
C 4.3968 -1.8750 -4.1270 0.003
C -3.6927 3.7809 0.5261 -0.076
C -0.6025 4.8759 1.8404 -0.077
C -1.5323 1.6446 2.9235 -0.624
C -0.1705 1.7022 3.6314 -0.099
C -4.0542 1.3296 0.6364 -0.096
C -2.5203 2.5402 3.7028 -0.075
C -3.0568 2.4111 0.2064 -0.614
C 1.4313 0.1634 -3.2673 -0.372
C 0.5263 -5.4947 0.2084 -0.551
C -2.0176 0.1878 3.0214 -0.099
C 1.2632 3.3876 1.0994 -0.120
C -2.8938 2.2766 -1.3156 -0.100
C 2.4939 -2.0971 0.6220 -0.524
C 3.9230 -4.5444 0.8091 -0.506
H -0.2830 1.2885 4.6403 0.094
H 1.8457 4.3124 1.0201 0.094
H -4.3740 1.4408 1.6722 0.070
H 0.2014 2.7193 3.7392 0.067
H -0.3213 1.1872 -2.5741 -0.018
H -0.9396 -4.7830 1.6446 0.082
H -3.5408 2.4640 3.3238 0.067
H 0.9415 2.2431 -3.2244 0.088
H -4.6836 3.8212 0.0601 0.098
H 3.1819 -6.3559 -0.1297 0.082
H -2.0063 -0.1100 4.0772 0.095
H -3.8784 2.3932 -1.7839 0.099
H 2.2608 -1.2923 -0.0754 0.027
H -1.4436 -4.6382 -0.0433 0.051
H 2.2065 -2.7560 -2.6253 0.038
H 0.0686 -6.4125 -0.1618 0.084
H -2.2341 3.5946 3.6893 0.072
H -3.6556 0.3274 0.4979 0.041
H 1.4634 2.9584 2.0772 0.058
H 0.5898 1.1102 3.1125 0.068
H 4.7757 -2.5496 -3.3588 0.074
H 1.6414 2.6980 0.3418 0.044
H -0.0717 3.4938 -1.3072 0.058
H 4.9678 -4.6717 0.5224 0.076
H -2.2333 3.0250 -1.7485 0.064
H -2.5221 1.2899 -1.5892 0.014
H -1.6518 5.1740 1.7604 0.072
H -3.8315 3.9374 1.6001 0.075
H -3.0298 0.0485 2.6549 0.064
H 1.4802 -3.3319 2.0889 0.043
H 3.1476 0.8660 -4.4918 0.125
H 3.8436 -6.5748 1.4820 0.077
H 4.1924 -2.4571 -5.0267 0.093
H 3.9052 -4.0648 1.7890 0.083
H 1.0705 -1.6070 2.1473 0.062
H 1.1245 -5.0633 -0.5861 -0.012
H -0.4054 4.6093 2.8794 0.069
H 5.1722 -1.1494 -4.3635 0.089
H -3.1163 4.6177 0.1356 0.066
H -2.5375 2.2195 4.7507 0.097
H -0.0428 1.2546 -4.3114 0.086
H -1.2749 4.6964 -0.8170 0.067
H 0.4393 5.0682 -0.6937 0.097
H -4.9491 1.4176 0.0086 0.098
H 0.0059 5.7569 1.6100 0.096
H 3.2730 -1.7248 1.2902 0.091
H -1.3654 -0.4998 2.4778 0.028
```


# 2
The following is a DFT calculation (ωB97M-V/def2-TZVPD) of a 7-piece molecular cluster, C23H47N5O9 overall in a non-equilibrium geometry.

Output
Calculated total energy in a.u.: -1855.494892
Maximum force in eV Å⁻¹: 3.255
HOMO energy in Eh: -0.31505
Frontier orbital gap in eV: 8.921
Energy above the lowest of the compared OMol25 structures with the same formula, charge and spin in kcal per mole: 0.00

The geometry in XYZ format:
```
84
Properties=species:S:1:pos:R:3:lowdin_charge:R:1
O 9.1506 -21.8378 -9.8327 0.076
O 12.8017 -21.4075 -12.0518 0.023
O 10.2953 -21.2219 -8.0003 -0.011
O 12.1706 -13.7314 -13.0939 0.019
O 12.2893 -16.4242 -9.5283 0.092
O 16.3566 -18.0849 -15.3828 0.019
O 8.5991 -17.1630 -15.0399 -0.006
O 5.8980 -21.4499 -6.7811 0.032
O 11.6584 -17.1912 -11.5688 -0.004
N 12.2826 -23.3188 -11.1525 0.026
N 15.9264 -19.0660 -13.2718 0.005
N 8.3406 -18.5187 -16.7848 0.005
N 12.6664 -13.2464 -15.2688 0.002
N 5.8639 -19.4122 -5.8046 -0.005
C 11.5339 -17.1201 -10.1809 -0.405
C 12.6666 -11.7836 -15.2622 -0.078
C 10.5318 -18.1762 -9.6824 -0.024
C 16.6219 -18.8377 -14.4288 -0.549
C 10.7617 -18.1275 -12.1317 -0.212
C 7.8460 -17.9185 -15.6923 -0.535
C 14.8881 -18.1897 -12.6736 -0.039
C 13.5749 -21.5687 -9.8324 0.015
C 12.3887 -14.0899 -14.2539 -0.500
C 11.5897 -23.8218 -12.3955 -0.034
C 6.9135 -19.7109 -8.0174 0.009
C 10.0212 -22.9879 -6.6630 -0.175
C 9.9320 -18.6776 -11.0532 -0.152
C 8.9176 -23.1021 -7.7225 -0.040
C 5.0313 -19.8057 -4.6453 -0.037
C 10.4721 -21.5432 -6.6118 -0.135
C 9.7194 -18.3246 -17.2514 -0.052
C 12.8640 -22.1276 -11.0841 -0.573
C 9.3992 -22.0154 -8.6327 -0.472
C 17.6064 -19.9024 -14.6704 -0.034
C 6.3641 -18.0378 -15.4492 -0.003
C 12.3726 -15.6836 -14.4480 0.023
C 6.2043 -20.2756 -6.7790 -0.570
H 10.3236 -17.5480 -16.7825 0.076
H 12.2392 -23.8571 -10.2990 0.126
H 9.0726 -24.0057 -8.3120 0.131
H 12.6127 -11.3156 -16.2451 0.073
H 5.9487 -17.0314 -15.3968 0.091
H 6.2212 -18.5253 -6.1300 0.126
H 14.1481 -18.9188 -12.3437 0.067
H 13.0971 -16.0752 -13.7340 0.051
H 8.9285 -18.3102 -11.2680 0.110
H 14.6462 -21.7696 -9.8362 0.077
H 7.6528 -19.0243 -17.3246 0.128
H 11.0930 -19.0216 -9.2843 0.099
H 11.2957 -18.8121 -12.7908 0.126
H 18.1266 -19.8133 -15.6241 0.088
H 6.8043 -18.6467 -8.2264 0.079
H 11.7706 -11.3563 -14.8121 0.083
H 17.0369 -20.8146 -14.4924 0.085
H 13.4934 -20.4912 -9.6895 0.077
H 16.1460 -19.7922 -12.6051 0.127
H 4.1961 -20.3466 -5.0901 0.090
H 11.4378 -21.6078 -6.1103 0.128
H 5.6992 -20.2997 -3.9396 0.086
H 9.7588 -17.9052 -8.9632 0.111
H 13.0278 -13.6764 -16.1081 0.126
H 13.1165 -22.0512 -8.9692 0.057
H 11.8926 -23.2999 -13.3032 0.076
H 6.7423 -20.3651 -8.8723 0.091
H 5.8516 -18.6978 -16.1490 0.070
H 10.1214 -17.5358 -12.7859 0.105
H 10.5311 -23.5880 -12.2820 0.079
H 9.8496 -20.8633 -6.0302 0.125
H 13.5665 -11.3481 -14.8278 0.080
H 10.3176 -19.2218 -17.0925 0.081
H 6.0882 -18.5678 -14.5376 0.082
H 10.8114 -23.7304 -6.7730 0.113
H 12.7558 -15.9091 -15.4432 0.058
H 9.8111 -23.3108 -5.6434 0.114
H 9.6426 -18.0838 -18.3117 0.081
H 7.9100 -22.9069 -7.3553 0.119
H 11.3252 -15.9768 -14.3772 0.068
H 18.3877 -19.9378 -13.9112 0.078
H 7.9924 -19.7718 -7.8748 0.059
H 14.4428 -17.5553 -13.4400 0.058
H 15.2736 -17.5596 -11.8720 0.089
H 4.6949 -18.8844 -4.1696 0.080
H 11.8126 -24.8527 -12.6705 0.075
H 9.8098 -19.7329 -11.2972 0.101
```